(1)
3 unconnected molecules or ions with the total composition C15H37BIO6PS, computed with the ωB97M-V functional and the def2-TZVPD basis.

Last column: Löwdin charge in e.
Geometry (Å):
H (3.67, -3.62, -5.26)  0.1303
I (-2.00, -0.47, -0.93)  0.7537
C (-3.28, 1.31, 6.90)  -0.1061
C (3.78, -2.54, -5.09)  -0.1818
O (4.07, -0.54, -6.54)  -0.1840
C (-4.79, 2.03, 5.17)  -0.2002
B (1.62, 2.83, 0.62)  -0.3402
C (-4.79, 1.38, 3.79)  -0.1770
C (-0.94, 0.67, 0.51)  -0.6901
H (-3.84, -1.79, 2.20)  0.1107
O (-5.50, -1.71, 3.42)  -0.1788
H (-2.61, 1.97, 6.35)  0.0883
H (5.76, 0.63, -6.34)  0.0785
H (5.18, 0.40, -8.00)  0.0848
H (-3.38, -0.62, 4.98)  0.1079
H (2.97, -2.57, -1.47)  0.0966
H (-5.66, 0.75, 3.66)  0.1043
C (-4.10, -1.72, 3.26)  -0.1992
H (-4.88, 2.22, 3.09)  0.1296
H (-7.00, -0.64, 2.49)  0.0793
H (2.43, 3.59, 1.03)  0.0407
H (6.29, -1.34, -3.33)  0.1314
H (4.62, -2.45, -7.08)  0.1209
H (2.89, -2.14, -6.94)  0.1255
H (-1.47, 0.53, 1.46)  0.0342
H (-5.65, -1.10, 1.44)  0.0873
C (-0.88, 2.15, 0.12)  -0.3561
H (1.45, 0.84, -1.29)  -0.0291
C (3.86, -1.93, -6.48)  -0.2003
H (-2.29, -0.75, 3.60)  0.1246
H (-4.09, 2.87, 5.18)  0.1194
O (4.94, -2.45, -4.29)  -0.1143
H (-3.44, 1.72, 7.90)  0.0850
H (4.74, -1.53, -1.60)  0.1204
H (-1.88, 2.58, 0.20)  0.1056
O (3.07, -0.80, -2.57)  -0.2375
H (-5.79, 2.44, 5.30)  0.1259
C (5.32, -0.09, -7.03)  -0.1108
H (0.03, 2.53, 2.06)  0.1208
C (-6.27, -1.43, 2.27)  -0.1057
H (-3.72, -2.62, 3.75)  0.1278
C (5.26, -1.22, -3.67)  -0.1759
C (0.12, 2.90, 1.02)  -0.2211
H (6.02, -0.92, -7.16)  0.0892
H (2.89, -2.19, -4.57)  0.1065
C (4.48, -0.86, -2.42)  -0.2097
H (-6.82, -2.32, 1.96)  0.0858
H (-0.58, 2.24, -0.93)  0.0813
O (-4.53, 1.16, 6.25)  -0.1824
H (5.25, -0.39, -4.38)  0.1035
H (-0.14, 3.97, 1.11)  0.1054
C (2.32, -1.81, -1.92)  -0.1224
H (-2.80, 0.34, 7.00)  0.0803
H (1.72, -1.36, -1.13)  0.0316
S (3.07, 0.29, 1.02)  0.1878
H (1.65, -2.29, -2.63)  0.0841
P (2.39, 1.43, -0.44)  0.3587
C (-3.33, -0.57, 3.89)  -0.1799
H (3.31, 1.95, -1.37)  -0.0239
H (0.04, 0.20, 0.59)  0.0016
H (4.83, 0.14, -2.12)  0.1089
O (-3.60, 0.73, 3.40)  -0.1316

LUMO energy = -0.010 Ha
total charge = 0
multiplicity = 1
E_HOMO = -8.8 eV
HOMO-LUMO gap = 8.484 eV
F_max = 0.44 eV/Å



(2)
A gas-phase ion, C15H38BN3O3P (charge +1), computed with the ωB97M-V functional and the def2-TZVPD basis.

Last column: Löwdin charge in e.
Geometry (Å):
H (-2.59, -0.77, 1.96)  0.1012
H (2.30, 0.32, -1.14)  0.1032
C (8.77, 1.86, 1.80)  -0.1158
H (-7.80, 0.43, 1.54)  0.1334
N (-4.89, -0.19, 0.91)  -0.0757
C (-1.07, -0.01, 0.63)  -0.1933
H (8.43, 1.57, -0.60)  0.1210
C (-7.35, 2.29, -0.73)  -0.0463
H (5.73, 1.47, -1.17)  0.1187
C (-0.80, -1.41, 0.09)  -0.2128
H (-0.42, -2.03, 0.90)  0.1169
H (7.04, -0.46, -1.44)  0.1093
H (1.74, -1.59, 0.44)  0.1131
H (4.76, -0.89, -1.66)  0.1012
H (7.76, 2.25, 1.99)  0.0757
C (2.64, -0.70, -1.31)  -0.2165
H (-1.74, -1.88, -0.22)  0.0844
O (-7.36, -0.06, 0.82)  0.1584
H (0.14, -0.49, -1.61)  0.1020
C (5.87, 0.91, -0.24)  -0.2101
C (-2.43, 0.10, 1.32)  -0.2024
H (9.29, 1.77, 2.75)  0.0870
C (4.09, -0.86, -0.80)  -0.1959
C (-3.56, 0.21, 0.30)  -0.2300
H (6.92, -0.92, 0.27)  0.1224
H (-2.47, 0.99, 1.96)  0.1230
C (8.40, 0.55, -0.18)  -0.2379
C (1.66, -1.66, -0.65)  -0.2119
H (6.14, 1.64, 0.53)  0.0970
H (-5.37, -2.49, -1.19)  0.0826
H (-4.98, 2.17, -2.27)  0.1026
H (1.96, -2.68, -0.92)  0.1147
H (2.60, -0.86, -2.39)  0.1131
N (-5.99, -2.45, 2.14)  -0.1379
H (-4.84, 0.13, 1.88)  0.1449
H (-3.38, -0.45, -0.55)  0.0994
H (4.68, -0.16, 1.18)  0.1111
H (-0.30, 0.28, 1.34)  0.1217
H (-7.76, 2.57, 0.24)  0.0925
N (-6.10, 1.54, -0.57)  -0.0721
C (4.56, 0.24, 0.17)  -0.2087
H (-7.14, 3.21, -1.28)  0.1021
C (-5.51, 1.29, -1.91)  -0.0419
H (-6.31, 1.05, -2.61)  0.1025
H (9.17, -0.03, -0.69)  0.1198
H (4.18, -1.83, -0.31)  0.1102
H (-4.81, 0.46, -1.89)  0.0703
H (-0.10, -2.21, -1.80)  0.1084
H (-8.10, 1.72, -1.28)  0.1031
H (-6.19, -1.68, 2.76)  0.0502
P (-4.89, -2.14, 0.92)  0.9541
C (0.20, -1.45, -1.08)  -0.1996
H (-3.65, 1.23, -0.07)  0.1255
H (-6.89, -2.75, 1.76)  0.0626
O (-5.85, -2.40, -0.35)  -0.2408
H (9.32, 2.58, 1.18)  0.0876
H (3.78, 1.01, 0.24)  0.0990
H (-1.05, 0.71, -0.20)  0.1164
O (8.74, 0.59, 1.20)  -0.1854
B (-6.19, 0.46, 0.32)  -0.6435
C (7.03, -0.07, -0.41)  -0.1836

LUMO energy = -0.109 Ha
total charge = +1
multiplicity = 1
E_HOMO = -10.7 eV
HOMO-LUMO gap = 7.755 eV
F_max = 1.27 eV/Å



(3)
A molecular structure, C15H38Ba2O13, computed with the ωB97M-V functional and the def2-TZVPD basis.

Last column: Löwdin charge in e.
Geometry (Å):
C (-0.11, -0.15, -4.59)  -0.1724
C (1.38, 0.81, 0.04)  -0.3501
Ba (-1.72, -4.59, -0.05)  2.0558
H (-0.24, 0.34, 3.08)  0.0619
H (0.35, 3.93, -2.87)  0.0120
H (-5.24, -2.36, -2.13)  0.1003
H (0.23, -0.74, -5.44)  0.0824
H (3.59, -2.55, 1.57)  0.0571
O (-2.14, -0.44, -1.55)  0.0364
O (-4.57, 1.07, -1.41)  -0.1263
H (1.14, -5.23, -1.73)  0.1063
H (-1.86, 0.16, -3.76)  0.0365
C (-1.32, 0.51, 3.21)  -0.1730
H (-5.20, -2.08, -0.40)  0.0957
H (-2.25, 5.03, -2.75)  0.0796
O (2.52, 2.23, 3.13)  -0.1389
C (0.83, -0.36, 0.45)  0.0128
O (4.01, -1.74, 4.85)  -0.1103
O (-0.37, 4.42, -3.29)  -0.1345
O (-1.64, 1.76, 3.76)  -0.1098
H (2.04, -1.17, 5.04)  0.0860
O (5.50, -2.60, 0.63)  -0.1045
C (-0.37, -0.88, -0.08)  -0.3212
C (-4.88, -2.76, -1.18)  -0.0916
H (-4.96, 3.01, -2.00)  0.0799
H (4.17, -1.08, 0.75)  0.0649
C (-0.48, 1.10, -1.61)  0.0196
C (-1.29, 4.85, -2.27)  -0.1368
H (1.47, -3.61, 0.62)  0.0670
O (-1.52, -0.06, -4.63)  -0.0999
Ba (3.91, 2.74, -1.13)  1.9904
H (1.31, -0.84, 1.29)  0.1214
C (4.47, -1.95, 1.34)  -0.1672
H (-5.35, -3.74, -1.11)  0.0818
H (-1.12, 1.88, 4.56)  0.0853
H (-3.68, 2.17, -2.92)  0.0729
H (-3.07, -1.97, -1.43)  0.0704
H (2.51, 1.75, 2.29)  0.0092
C (0.72, 1.56, -1.17)  -0.3410
H (1.22, 3.71, 2.37)  0.0854
H (1.36, 3.61, 4.12)  0.0871
C (1.85, -4.01, -0.32)  -0.1149
H (-1.46, 4.06, -1.52)  0.0681
H (-3.70, 0.66, -1.42)  0.0163
C (-1.08, -0.06, -1.11)  -0.3285
H (4.21, -1.15, 5.58)  0.0889
H (0.42, 2.42, 3.21)  0.0455
H (-1.66, -0.30, 3.87)  0.0861
H (4.87, -1.57, 2.29)  0.0825
O (2.46, 1.30, 0.48)  -0.2846
O (1.38, 2.53, -1.68)  -0.2865
C (2.80, -1.29, 4.27)  -0.1789
H (2.93, -0.38, 3.67)  0.0633
C (1.34, 3.02, 3.22)  -0.1418
H (0.36, 0.83, -4.79)  0.0848
H (-5.37, 1.75, -3.18)  0.0820
H (5.63, -3.48, 0.99)  0.0850
O (0.80, -4.79, -0.94)  -0.3344
H (0.28, -0.56, -3.66)  0.0621
H (2.11, -3.14, -0.93)  0.0976
H (2.74, -4.58, -0.08)  0.0986
H (2.45, -2.04, 3.54)  0.0579
H (-1.85, 0.39, 2.27)  0.0778
C (-4.65, 2.05, -2.41)  -0.1569
O (-3.42, -2.90, -1.21)  -0.4015
H (-0.95, 5.76, -1.76)  0.0762
O (-0.86, -1.96, 0.34)  -0.1559
H (-1.00, 1.72, -2.33)  0.1309

LUMO energy = -0.229 Ha
total charge = +2
multiplicity = 1
E_HOMO = -13.4 eV
HOMO-LUMO gap = 7.141 eV
ΔE to the lowest compared entry with this formula, charge and spin = 0.0000 eV
F_max = 2.47 eV/Å



(4)
A molecular structure, C15H39F3O8Y, computed with the ωB97M-V functional and the def2-TZVPD basis.

Last column: Löwdin charge in e.
Geometry (Å):
C (-17.94, 2.65, 30.58)  -0.3992
H (-13.95, 3.07, 31.17)  0.0587
O (-17.86, 6.35, 31.61)  -0.1893
H (-12.45, 10.79, 27.85)  0.0729
H (-19.26, 4.59, 26.90)  0.1173
H (-16.58, 5.12, 26.38)  0.1188
O (-17.74, 8.51, 29.94)  -0.2003
H (-16.21, 11.58, 29.44)  0.0880
H (-13.36, 2.15, 29.92)  0.0827
C (-14.30, 5.98, 29.22)  -0.2383
H (-13.89, 9.15, 26.81)  0.1013
O (-11.67, 9.51, 32.81)  -0.0428
Y (-17.91, 6.16, 29.27)  1.8426
H (-11.26, 7.72, 26.76)  0.0858
H (-17.12, 7.26, 33.33)  0.1308
H (-15.55, 4.91, 32.19)  0.0681
H (-17.95, 11.13, 29.47)  0.0797
H (-18.38, 4.16, 24.77)  0.0875
C (-12.62, 8.58, 32.47)  -0.3644
H (-13.50, 6.49, 28.69)  0.0555
C (-17.37, 4.40, 26.60)  -0.3016
C (-18.49, 1.45, 29.68)  -0.5222
O (-12.31, 10.32, 27.02)  -0.0717
O (-15.60, 6.09, 28.69)  -0.4299
C (-16.21, 5.32, 32.96)  -0.0447
H (-12.94, 7.20, 26.39)  0.0709
H (-16.77, 10.52, 28.27)  0.0784
H (-18.27, 2.68, 25.72)  0.0843
H (-16.93, 4.52, 33.09)  0.0884
H (-12.69, 6.58, 31.68)  0.0459
H (-13.96, 5.00, 29.55)  0.0636
H (-18.45, 5.87, 32.20)  0.1196
C (-16.93, 10.77, 29.32)  -0.0352
F (-18.00, 1.33, 28.45)  0.1478
H (-14.19, 6.53, 30.15)  0.0260
H (-15.98, 7.13, 31.98)  0.1069
F (-18.33, 0.27, 30.29)  0.1497
C (-14.23, 2.21, 30.58)  -0.0903
O (-16.61, 2.41, 30.98)  -0.0947
H (-16.57, 9.54, 31.18)  0.1129
H (-11.36, 7.51, 30.92)  0.0842
H (-18.48, 9.11, 30.01)  0.0970
O (-18.49, 5.02, 27.26)  -0.1685
H (-15.54, 2.95, 29.12)  0.0972
H (-13.25, 8.98, 31.68)  0.0962
H (-12.14, 8.46, 25.36)  0.0916
C (-11.94, 7.36, 31.83)  -0.0818
F (-19.86, 1.44, 29.54)  0.0934
O (-18.00, 3.94, 30.11)  -0.2909
H (-18.37, 2.59, 31.57)  0.1522
H (-16.96, 3.59, 27.20)  0.1017
H (-15.50, 5.51, 33.76)  0.0925
H (-15.65, 8.99, 29.85)  0.1083
H (-11.02, 9.06, 33.35)  0.0911
H (-16.90, 3.10, 24.87)  0.1027
C (-17.72, 3.57, 25.41)  -0.0665
H (-11.35, 6.96, 32.66)  0.0761
C (-16.81, 6.64, 32.49)  -0.2772
H (-13.24, 8.20, 33.28)  0.1062
C (-12.22, 8.02, 26.35)  -0.0839
C (-15.58, 2.19, 29.90)  -0.1989
H (-14.18, 1.39, 31.29)  0.0821
H (-13.02, 8.79, 28.25)  0.0961
C (-16.62, 9.45, 30.10)  -0.2141
H (-15.67, 1.20, 29.44)  0.1157
C (-12.88, 9.02, 27.20)  -0.3619

LUMO energy = -0.159 Ha
total charge = +1
multiplicity = 1
E_HOMO = -12.1 eV
HOMO-LUMO gap = 7.739 eV
ΔE to the lowest compared entry with this formula, charge and spin = 5.6893 eV
F_max = 5.45 eV/Å



(5)
A molecular structure, C15H39N3O14PS3V, computed with the ωB97M-V functional and the def2-TZVPD basis.

Last column: Löwdin spin population.
Geometry (Å):
H (-4.15, -2.86, -0.96)  0.0000
O (-4.84, -4.51, -3.45)  0.0000
C (2.55, -0.33, -2.87)  0.0007
O (0.72, 2.10, -0.83)  0.0162
O (-0.05, -1.82, 0.66)  0.0137
O (-2.01, 0.84, -3.73)  -0.0012
H (2.74, 2.86, 0.86)  0.0000
H (-2.50, 1.35, -1.07)  -0.0006
C (3.78, 2.65, 1.10)  0.0000
H (3.44, -1.87, 0.58)  0.0000
H (-5.01, 2.65, -4.64)  0.0000
N (3.87, 1.66, 2.19)  0.0001
O (1.10, 4.10, -1.70)  0.0023
H (5.14, -1.72, 1.22)  0.0000
C (0.84, 3.35, -0.75)  0.0017
O (2.22, 0.24, 0.75)  0.0029
C (0.93, -0.61, 3.69)  0.0000
C (-5.04, -2.63, -1.54)  0.0000
C (4.10, -1.98, 1.44)  0.0000
H (4.30, 2.28, 0.21)  0.0000
H (-3.40, -0.06, -0.54)  -0.0003
H (-2.52, -2.65, -4.17)  0.0000
O (1.77, -1.01, -2.09)  0.0042
H (-3.30, 2.96, -5.13)  0.0000
H (1.43, -1.57, 3.80)  0.0000
N (3.62, -1.13, 2.53)  0.0001
S (-2.27, 1.22, 1.29)  0.0008
H (3.64, -1.71, -2.52)  0.0000
H (1.90, 2.42, 4.08)  0.0000
H (-3.74, 2.89, -3.40)  0.0000
H (0.35, 4.80, 0.39)  0.0000
C (-0.56, -2.97, 0.53)  0.0031
H (0.06, -0.73, 3.04)  0.0000
H (-2.79, -1.57, -2.87)  -0.0002
H (5.35, -1.47, 3.70)  0.0000
C (-3.07, -0.07, 2.29)  0.0010
C (4.79, 1.89, 3.31)  0.0000
O (3.75, -0.94, -3.10)  -0.0007
H (4.19, 1.92, 4.23)  0.0000
C (-3.96, 2.50, -4.40)  0.0000
O (-0.80, -0.16, -1.49)  -0.2739
O (2.30, 0.78, -3.33)  -0.0005
H (-5.29, -1.57, -1.52)  0.0000
H (-0.68, -4.68, 0.86)  0.0000
H (0.52, -0.47, 4.70)  0.0000
P (2.87, 0.33, 2.08)  0.0006
C (4.28, -1.28, 3.80)  0.0000
C (-3.17, 0.98, -0.29)  -0.0017
N (1.77, 0.52, 3.35)  0.0001
H (4.22, 3.60, 1.43)  0.0000
H (-2.43, -0.16, 3.16)  0.0000
H (0.92, 2.32, 2.63)  0.0000
O (-1.53, -3.23, -0.24)  0.0016
H (-3.77, -0.84, -5.95)  0.0000
C (-3.60, 0.23, -5.82)  0.0000
S (-3.44, 0.76, -4.09)  0.0000
H (-5.85, -3.29, -1.24)  0.0000
S (-4.75, -3.02, -3.29)  0.0000
H (-2.59, 0.43, -6.20)  0.0000
O (0.65, 3.90, 0.50)  0.0008
H (-4.18, 0.88, -6.47)  0.0000
H (5.35, 2.81, 3.23)  0.0000
H (-4.05, 1.62, -0.25)  -0.0001
C (1.12, 1.83, 3.58)  0.0000
V (0.41, -0.10, -0.42)  1.2243
H (-3.00, -0.97, 1.68)  0.0000
H (-2.57, -3.41, -2.54)  0.0000
C (-2.94, -2.60, -3.17)  -0.0002
H (-4.10, 0.22, 2.46)  0.0000
O (-0.84, 0.78, 1.13)  0.0042
H (4.13, -3.02, 1.77)  0.0000
H (3.83, -2.06, 4.43)  0.0000
H (5.48, 1.07, 3.49)  0.0000
O (-0.11, -4.00, 1.29)  0.0008
H (4.24, -0.40, 4.43)  0.0000
H (0.25, 1.69, 4.21)  0.0000

LUMO energy (alpha / beta) = 0.072 / 0.072 Ha
total charge = -1
multiplicity = 2
E_HOMO (alpha / beta) = -5.2 / -5.2 eV
HOMO-LUMO gap (alpha / beta) = 7.113 / 7.140 eV
F_max = 4.69 eV/Å



(6)
A molecular structure, C15H39NO20S4SnV2, computed with the ωB97M-V functional and the def2-TZVPD basis.

Last column: Löwdin charge in e.
Geometry (Å):
H (-12.80, 1.36, -11.95)  0.0899
O (-8.17, 7.84, -7.67)  -0.2535
H (-20.45, 4.47, -4.18)  0.0632
H (-21.47, 5.76, -4.92)  0.1280
H (-11.10, 2.42, -6.31)  0.0594
O (-9.99, 6.77, -6.36)  -0.3016
V (-16.61, 6.22, -6.50)  1.0531
O (-15.09, 5.98, -6.20)  -0.1672
H (-11.53, 4.87, -6.08)  0.0520
H (-20.59, 7.71, -5.80)  0.1196
H (-14.86, 2.86, -7.43)  0.0346
H (-15.45, 0.72, -4.01)  0.0327
N (-15.13, 4.01, -3.62)  -0.5112
O (-15.87, 3.89, -4.64)  -0.2053
H (-12.07, -0.03, -6.37)  0.1096
O (-19.17, 2.73, -5.71)  -0.2260
O (-16.82, 1.65, -5.75)  -0.1805
H (-15.23, -1.54, -2.78)  0.1125
O (-8.72, -1.52, -5.46)  -0.2613
O (-11.68, 3.59, -8.58)  -0.2461
H (-11.32, -2.35, -6.39)  0.0265
C (-11.10, 0.24, -5.91)  -0.2946
O (-13.64, -3.14, -6.07)  -0.2597
H (-10.20, 10.04, -6.15)  0.0664
C (-13.78, 2.85, -7.26)  -0.0978
O (-13.99, 3.70, -3.59)  0.1916
O (-18.04, 5.67, -4.85)  -0.5165
H (-13.77, 1.02, -3.47)  0.0668
O (-8.39, -1.32, -7.98)  -0.2497
S (-13.09, 3.81, -8.66)  0.5897
C (-11.25, 5.29, -5.11)  -0.0699
H (-11.88, 6.06, -4.68)  0.0790
H (-13.63, 3.36, -6.32)  0.0392
H (-10.99, -0.48, -5.10)  0.1155
H (-15.21, 0.84, -2.30)  0.0880
H (-19.55, 6.75, -3.86)  0.0541
H (-20.45, 4.83, -5.88)  0.1019
H (-10.00, -3.49, -6.99)  0.0817
H (-16.71, -2.23, -4.72)  0.0638
H (-13.28, 1.89, -7.39)  0.0677
H (-10.95, -2.45, -8.03)  0.0795
H (-11.26, 8.67, -6.80)  0.0522
O (-10.10, 0.04, -6.90)  -0.2464
C (-20.48, 5.31, -4.89)  -0.0756
C (-14.71, 0.54, -3.23)  -0.0607
H (-9.26, 5.01, -6.00)  0.1330
H (-16.08, -2.65, -6.44)  0.0651
C (-13.49, 2.17, -12.12)  -0.0606
S (-9.01, 8.05, -6.55)  0.6121
Sn (-18.42, 5.41, -2.91)  1.7515
H (-10.32, 1.96, -4.86)  0.0957
O (-13.65, 5.13, -8.69)  -0.2932
O (-15.71, 4.57, -2.66)  -0.0761
C (-10.34, 9.24, -6.87)  -0.0933
H (-18.92, 8.27, -5.77)  0.1100
C (-10.47, -2.52, -7.05)  -0.1213
C (-9.81, 5.73, -5.39)  -0.2233
H (-12.02, 1.99, -4.91)  0.0535
H (-9.38, 5.98, -4.42)  0.1240
C (-15.99, -2.07, -5.52)  -0.0758
H (-12.40, 3.76, -11.20)  0.1234
H (-15.78, -1.03, -5.74)  0.0351
C (-19.32, 6.32, -4.86)  -0.6501
V (-17.64, 3.06, -5.65)  1.0260
H (-13.66, -1.03, -2.24)  0.1316
H (-14.07, 4.18, -11.49)  0.1225
O (-8.45, 8.35, -5.26)  -0.2814
H (-11.37, 4.40, -4.47)  0.0590
H (-10.21, 9.66, -7.86)  0.0675
O (-13.70, -1.42, -4.26)  -0.2688
O (-16.84, 7.34, -7.60)  -0.1827
C (-19.55, 7.40, -5.92)  -0.0048
C (-13.42, 3.36, -11.19)  -0.2430
O (-14.70, -3.68, -3.86)  -0.2590
H (-14.47, 1.67, -12.15)  0.0800
C (-11.16, 1.68, -5.51)  -0.0776
H (-19.59, 7.06, -6.96)  0.1130
S (-9.18, -1.31, -6.80)  0.6159
C (-14.36, -0.95, -3.07)  -0.2589
S (-14.37, -2.77, -4.91)  0.6294
O (-13.65, 2.88, -9.84)  -0.2638
H (-13.48, 2.60, -13.12)  0.0910

LUMO energy = -0.419 Ha
total charge = +2
multiplicity = 1
E_HOMO = -13.8 eV
HOMO-LUMO gap = 2.385 eV
F_max = 6.15 eV/Å